Density functional theory data (ωB97M-V/def2-TZVPD) for a structure of composition C5H8O3 at a distorted geometry.

```
16
Properties=species:S:1:pos:R:3:nbo_charge:R:1
C -0.0216 -1.2349 -0.8926 0.44
C -1.0511 0.3477 0.4536 -0.01
C 0.9041 0.4325 -0.7596 -0.55
C -0.2671 1.3468 -0.4111 -0.45
C -0.0540 0.0557 1.5696 0.46
O -1.2395 -0.7991 -0.3692 -0.53
O 0.5562 -2.2237 -0.2457 -0.73
O 0.3470 -1.0544 1.9400 -0.55
H 0.5501 -1.9319 0.8016 0.49
H -0.0961 -1.4208 -1.9646 0.16
H -2.0342 0.6592 0.8180 0.23
H 0.2129 0.9360 2.1700 0.14
H 1.8166 0.5377 -0.1782 0.21
H 1.2025 0.4553 -1.8038 0.22
H 0.0329 2.2366 0.1434 0.21
H -0.8586 1.6573 -1.2714 0.23
```

E_tot (eV): -11454.786
Frontier orbital gap (Eh): 0.3344
Lowest unoccupied orbital energy (eV): 0.1236
HOMO level (eV): -9.0
Relative energy (zero: lowest compared OMol25 entry of this formula, charge and spin) (eV): 2.733

Density functional theory data (ωB97M-V/def2-TZVPD) for an isolated molecule of CH7N2OPS2 at a distorted geometry.

```
14
Properties=species:S:1:pos:R:3:nbo_charge:R:1
C 1.5424 0.5119 -1.4048 -0.81
N -1.4404 -0.9988 1.1658 -1.21
N 1.6731 -0.4966 1.0540 -1.11
O -2.7617 0.0874 -0.5820 -1.01
P -1.2528 -0.0778 -0.2779 1.19
S -0.3458 1.8141 0.4073 -0.48
S 1.7408 0.8943 0.4306 1.00
H 0.7075 1.1967 -1.8467 0.27
H 1.3592 -0.5721 -1.6190 0.26
H 2.5798 0.7499 -1.9394 0.23
H -0.5173 -1.1915 1.6258 0.42
H -1.9194 -1.8571 0.7368 0.38
H 1.9842 -0.3883 2.0578 0.37
H -3.3496 0.3280 0.1918 0.50
```

E_tot (eV): -37136.301
Frontier orbital gap (Eh): 0.2997
Lowest unoccupied orbital energy (eV): 0.0997
HOMO level (eV): -8.1

Density functional theory data (ωB97M-V/def2-TZVPD) for a cluster of 2 separate species, C4H11N4 in total at a distorted geometry.

```
19
Properties=species:S:1:pos:R:3:nbo_charge:R:1
C -0.2976 0.6094 0.8599 0.34
C 0.4082 1.3286 1.9429 -0.71
C 1.7230 -1.6722 -0.0338 -0.42
C -1.8044 0.5766 -1.0468 -0.44
N 2.6196 0.9826 -1.7888 0.01
N 2.0352 0.3085 -1.0974 0.23
N 1.5716 -0.2217 -0.1387 -0.35
N -0.8755 1.2242 -0.1852 -0.49
H 1.0803 2.1539 1.6851 0.26
H 1.0243 0.6521 2.5060 0.26
H -0.3022 1.7784 2.6064 0.27
H 2.6087 -1.7932 0.4593 0.22
H 0.9676 -2.0009 0.8170 0.20
H 1.5218 -2.2766 -0.8970 0.23
H -1.6817 0.8865 -2.0372 0.24
H -2.8747 0.8921 -0.7131 0.23
H -1.8131 -0.4757 -1.1287 0.24
H -0.6010 -0.4450 0.9492 0.23
H -0.6109 2.2559 -0.3756 0.44
```

E_tot (eV): -10276.835
Charge: +1
Frontier orbital gap (Eh): 0.3479
Lowest unoccupied orbital energy (eV): -4.2556
HOMO level (eV): -13.7
Relative energy (zero: lowest compared OMol25 entry of this formula, charge and spin) (eV): 4.355

Density functional theory data (ωB97M-V/def2-TZVPD) for a structure of composition C30H75AlBaN6O13 at a distorted geometry.

```
126
Properties=species:S:1:pos:R:3:mulliken_charge:R:1
Ba 8.1316 -5.8235 -9.6841 2.23
Al 11.2041 -9.8488 -6.3595 0.67
N 9.5887 -7.7381 -8.2873 0.41
O 9.2147 -6.6892 -7.8345 -0.16
O 9.6311 -7.7340 -9.5131 -1.84
O 9.9851 -8.6956 -7.6210 2.63
C 7.7386 -10.2708 -7.8302 -1.08
O 8.4554 -10.0250 -6.6229 1.82
C 7.8252 -10.5782 -5.5456 -0.76
C 8.5294 -10.0511 -4.2982 -2.12
N 9.9018 -10.4499 -4.1537 -0.25
C 10.5659 -9.7646 -3.1006 -0.17
C 12.0744 -10.2722 -3.0002 -1.40
O 12.7862 -9.7048 -4.0545 0.40
C 14.1040 -9.3885 -3.5506 -1.25
H 6.8174 -10.8443 -7.7274 0.52
H 8.2846 -10.6755 -8.6824 -0.49
H 7.4372 -9.2535 -8.0802 -1.42
H 7.9354 -11.6624 -5.5277 0.62
H 6.7550 -10.3710 -5.5500 0.59
H 8.0053 -10.4663 -3.4374 0.78
H 8.3263 -8.9879 -4.1699 0.61
H 9.7959 -11.4235 -3.9065 0.27
H 10.0504 -10.0012 -2.1698 0.85
H 10.6191 -8.6862 -3.2504 -0.79
H 12.1963 -11.3398 -2.8171 0.48
H 12.5092 -9.9220 -2.0641 0.58
H 14.0918 -8.7573 -2.6620 0.50
H 14.5040 -8.8132 -4.3855 0.14
H 14.7769 -10.2427 -3.4749 0.48
C 7.2801 -2.2575 -4.4225 -0.82
O 7.5948 -2.8396 -5.7122 -0.45
C 8.2220 -4.1156 -5.5467 -1.11
C 8.6997 -4.6313 -6.9700 0.11
N 7.6771 -5.2435 -7.8202 0.14
C 6.5977 -4.2787 -8.0902 -0.26
C 5.4211 -4.9454 -8.7336 -0.57
O 5.8039 -5.4143 -9.9921 -0.21
C 4.7770 -5.5503 -10.9427 -1.11
H 7.3780 -1.1851 -4.5914 0.33
H 8.1343 -2.4031 -3.7613 0.35
H 6.3353 -2.6072 -4.0065 0.31
H 7.5362 -4.7695 -5.0078 0.30
H 9.0824 -3.8716 -4.9237 0.88
H 9.6233 -5.1511 -6.7152 -1.05
H 9.0091 -3.7208 -7.4830 1.18
H 7.2734 -6.0356 -7.3408 -0.51
H 6.9335 -3.3708 -8.5913 0.31
H 6.1292 -3.8632 -7.1981 0.51
H 4.7089 -4.1209 -8.6980 0.80
H 5.1026 -5.8217 -8.1691 -0.03
H 5.1880 -5.8286 -11.9132 0.36
H 4.3624 -4.5431 -10.9834 0.52
H 3.9612 -6.1732 -10.5759 0.40
C 6.1910 -7.6721 -7.3957 -3.00
O 6.9718 -7.6247 -8.5883 0.98
C 6.4088 -8.3884 -9.6416 0.23
C 7.1738 -8.2429 -10.9927 -1.55
N 6.9605 -6.9072 -11.5529 -0.02
C 7.5904 -6.8130 -12.8850 -1.31
C 9.1492 -6.7109 -12.7657 -0.25
O 9.4601 -5.3822 -12.2047 -0.24
C 10.7992 -4.9318 -12.5019 -0.89
H 5.1559 -7.3907 -7.5894 0.51
H 6.5407 -7.1956 -6.4799 0.62
H 6.1692 -8.7155 -7.0812 0.59
H 5.3531 -8.1446 -9.7612 0.89
H 6.5005 -9.4301 -9.3343 0.32
H 6.6055 -8.9552 -11.5909 0.86
H 8.2063 -8.5850 -10.9213 -0.84
H 5.9624 -6.8230 -11.6829 0.02
H 7.1767 -5.9091 -13.3322 0.46
H 7.2225 -7.5886 -13.5566 0.48
H 9.4723 -6.6854 -13.8064 0.70
H 9.6165 -7.5822 -12.3068 0.10
H 10.9512 -3.9760 -12.0005 0.29
H 10.8222 -4.6637 -13.5581 0.33
H 11.5449 -5.6931 -12.2731 0.33
C 10.6748 -9.6975 -10.2355 -1.19
O 10.6514 -10.4016 -9.0414 0.61
C 10.3088 -11.6969 -9.2858 -1.35
C 10.5407 -12.5294 -7.9628 -1.06
N 9.8713 -12.0131 -6.7365 -0.28
C 9.8961 -12.9719 -5.5748 -1.11
C 11.3162 -13.2745 -5.1145 -1.09
O 12.0346 -12.0623 -4.9270 0.55
C 13.3982 -12.3085 -4.3030 -1.08
H 11.1097 -8.7328 -9.9744 -0.57
H 9.7430 -9.4574 -10.7476 0.05
H 11.3426 -10.1696 -10.9561 0.84
H 10.8520 -12.2061 -10.0819 0.54
H 9.2678 -11.7622 -9.6024 0.53
H 11.6204 -12.6589 -7.8893 0.44
H 10.1314 -13.5370 -8.0369 0.70
H 8.8931 -11.9729 -6.9847 0.29
H 9.4097 -13.8163 -6.0633 0.71
H 9.3169 -12.5975 -4.7308 0.68
H 11.8412 -13.7716 -5.9302 0.54
H 11.3286 -13.8335 -4.1788 0.51
H 13.3455 -12.2962 -3.2144 0.53
H 14.1287 -11.5325 -4.5317 0.06
H 13.8871 -13.2363 -4.6002 0.52
C 8.4332 -7.3757 -5.1600 -1.92
O 9.7777 -7.8595 -4.8456 1.20
C 10.5673 -6.8960 -4.2201 -0.99
C 12.0968 -7.2281 -4.2535 -0.92
N 12.6096 -7.7674 -5.5066 0.39
C 12.1432 -6.9504 -6.6330 -0.31
C 13.0492 -7.1945 -7.8463 -1.57
O 12.7297 -8.4807 -8.3673 0.16
C 13.0730 -8.6210 -9.7317 -1.24
H 8.4769 -6.5423 -5.8611 -0.36
H 8.0662 -6.8714 -4.2660 1.01
H 7.7757 -8.2000 -5.4358 0.47
H 10.3199 -6.6402 -3.1899 0.31
H 10.3186 -5.9758 -4.7488 -0.22
H 12.4238 -7.7591 -3.3595 0.59
H 12.7333 -6.3497 -4.1473 0.80
H 13.5978 -7.5595 -5.4901 0.38
H 12.0549 -5.8784 -6.4568 0.82
H 11.1301 -7.2488 -6.9024 -0.50
H 14.0971 -6.9712 -7.6458 0.69
H 12.7528 -6.4424 -8.5774 0.55
H 13.9422 -8.0305 -10.0214 0.59
H 12.2830 -8.2073 -10.3585 0.65
H 13.1189 -9.6917 -9.9303 0.28
```

E_tot (eV): -75116.599
Charge: +4
Frontier orbital gap (Eh): 0.1849
Lowest unoccupied orbital energy (eV): -13.1520
HOMO level (eV): -18.2
Relative energy (zero: lowest compared OMol25 entry of this formula, charge and spin) (eV): 10.998

Density functional theory data (ωB97M-V/def2-TZVPD) for a structure of composition C12H16O6PtS at a distorted geometry.

```
36
Properties=species:S:1:pos:R:3:nbo_charge:R:1
C 0.5648 3.2755 1.1472 -0.62
C 0.1114 1.7803 0.6976 0.01
C 0.0576 1.7963 -0.8918 -0.11
O -0.5950 0.6465 -1.4665 -0.53
C -1.9586 0.9126 -1.7163 0.96
O -2.4258 0.9801 -2.7945 -0.40
O -2.7807 1.0859 -0.5711 -0.73
S -3.7768 -0.2345 -0.2768 2.23
C -3.1643 -1.2559 1.1434 -0.86
O -3.9218 -1.1412 -1.4093 -0.86
O -5.1092 0.2279 0.1024 -0.84
O 1.1203 0.8951 1.2416 -0.42
C 0.6805 -0.4831 1.3076 -0.15
C 1.5467 -1.2259 0.2224 0.14
C 0.9498 -2.1898 -0.7442 -0.22
C 1.8527 -2.8063 -1.7306 -0.10
C 3.3255 -2.4148 -1.7171 0.02
C 3.9250 -1.4797 -0.7476 -0.24
C 3.0425 -0.8590 0.2428 -0.08
H 1.6953 3.2308 1.1721 0.27
H 0.2116 4.0396 0.4038 0.29
H 0.1573 3.4623 2.1990 0.16
H -0.9188 1.4971 1.0763 0.22
H -0.5603 2.7075 -1.1668 0.23
H 1.0721 1.9699 -1.3585 0.25
H -2.7683 -2.2273 0.7303 0.27
H -2.4169 -0.7070 1.7781 0.20
H -4.0209 -1.5418 1.8251 0.31
H -0.4151 -0.6378 1.1319 0.24
H 0.9806 -0.9169 2.3124 0.24
H -0.1493 -2.4196 -0.7199 0.27
H 1.4196 -3.5432 -2.4588 0.29
H 4.0038 -2.8644 -2.4960 0.28
H 5.0081 -1.1963 -0.7039 0.29
H 3.4139 -0.1125 0.9960 0.26
Pt -0.1574 1.7497 3.2398 0.74
```

E_tot (eV): -39040.959
Charge: +2
Frontier orbital gap (Eh): 0.1242
Lowest unoccupied orbital energy (eV): -12.6858
HOMO level (eV): -16.1

Density functional theory data (ωB97M-V/def2-TZVPD) for an isolated molecule of C12H11BrN2O3.

```
29
Properties=species:S:1:pos:R:3:nbo_charge:R:1
N 4.0989 -3.4060 -0.3846 -0.65
N 3.3448 -2.3847 0.2280 -0.45
C 2.6632 -1.4850 -0.5317 0.60
O 2.5537 -1.6206 -1.7352 -0.60
C 2.0697 -0.3722 0.2311 0.17
C 2.0704 -0.0505 1.5677 -0.26
C 1.3097 1.1290 1.6882 -0.32
C 0.9024 1.4482 0.4196 0.27
O 1.3617 0.5463 -0.4543 -0.36
C 0.0830 2.5928 -0.0950 -0.11
H 0.7269 3.2984 -0.6321 0.22
H -0.3825 3.1147 0.7519 0.19
O -0.8749 2.2090 -1.0553 -0.48
C -1.8761 1.3600 -0.7008 0.29
C -2.7161 0.9565 -1.7416 -0.24
C -3.7755 0.1090 -1.5022 -0.22
C -4.0021 -0.3431 -0.2116 -0.10
C -3.1828 0.0449 0.8304 -0.23
C -2.1187 0.8974 0.5885 -0.25
H -1.4892 1.1864 1.4144 0.22
H -3.3685 -0.3133 1.8314 0.23
Br -5.4646 -1.5143 0.1315 0.04
H -4.4205 -0.2015 -2.3094 0.23
H -2.5134 1.3221 -2.7351 0.23
H 1.0973 1.6693 2.5882 0.23
H 2.5414 -0.5803 2.3704 0.22
H 3.5921 -2.2004 1.1872 0.39
H 3.5613 -4.2748 -0.3749 0.35
H 4.2083 -3.1372 -1.3649 0.38
```

E_tot (eV): -91786.366
Frontier orbital gap (Eh): 0.3363
Lowest unoccupied orbital energy (eV): 0.5947
HOMO level (eV): -8.6
Relative energy (zero: lowest compared OMol25 entry of this formula, charge and spin) (eV): 0.115